Entry 1:
{
  "formula": "C14H25N5PdS",
  "method": "ωB97M-V/def2-TZVPD",
  "symbols": ["Pd", "C", "N", "C", "C", "C", "N", "C", "C", "H", "H", "H", "H", "H", "H", "H", "H", "H", "H", "H", "H", "H", "H", "H", "H", "N", "C", "N", "S", "H", "H", "H", "H", "N", "C", "C", "C", "C", "C", "C", "C", "H", "H", "H", "H", "H"],
  "coordinates": [[-1.186, 0.040, -0.066], [-4.093, -0.744, -0.270], [-3.188, 0.401, 0.005], [-3.428, 1.445, -1.029], [-3.482, 0.992, 1.352], [-2.589, 0.368, 2.384], [-1.167, 0.582, 1.992], [-0.710, 1.958, 2.288], [-0.310, -0.377, 2.725], [-5.126, -0.394, -0.243], [-3.955, -1.515, 0.487], [-3.875, -1.155, -1.250], [-4.464, 1.788, -0.971], [-3.253, 1.019, -2.014], [-2.765, 2.292, -0.863], [-4.539, 0.857, 1.586], [-3.298, 2.064, 1.288], [-2.757, -0.708, 2.433], [-2.780, 0.778, 3.380], [-0.766, 2.147, 3.363], [-1.320, 2.689, 1.764], [0.321, 2.066, 1.959], [-0.369, -0.175, 3.798], [0.721, -0.264, 2.403], [-0.642, -1.394, 2.529], [0.659, -3.091, -2.639], [-0.056, -1.977, -2.628], [0.219, -1.013, -3.497], [-1.360, -1.851, -1.504], [1.312, -3.306, -3.378], [0.427, -3.827, -1.991], [0.928, -1.118, -4.208], [-0.403, -0.226, -3.567], [0.801, -0.013, -0.168], [1.945, 0.028, -0.253], [3.367, 0.079, -0.358], [4.149, -0.549, 0.615], [5.525, -0.487, 0.506], [6.108, 0.193, -0.558], [5.324, 0.818, -1.521], [3.946, 0.766, -1.429], [3.684, -1.072, 1.440], [6.146, -0.964, 1.250], [7.186, 0.238, -0.636], [5.789, 1.350, -2.339], [3.323, 1.259, -2.164]],
  "spin_multiplicity": 1,
  "relative_energy_kcal_mol": 9.5,
  "total_charge": 2
}

---

Entry 2:
{
  "formula": "BeFH10O5",
  "method": "ωB97M-V/def2-TZVPD",
  "symbols": ["Be", "F", "O", "H", "H", "O", "H", "H", "O", "H", "H", "O", "H", "H", "O", "H", "H"],
  "coordinates": [[-0.704, 0.020, 0.609], [-0.403, -0.861, -0.570], [1.025, 0.704, -2.304], [0.341, 0.086, -2.024], [1.480, 0.081, -2.860], [-0.601, 1.635, -0.001], [-0.959, 2.446, 0.357], [-0.130, 1.806, -0.838], [-2.198, 0.047, 1.427], [-2.801, -0.675, 1.361], [-2.513, 0.708, 2.024], [0.455, -0.019, 1.763], [1.287, 0.449, 1.509], [0.509, 0.021, 2.759], [1.971, -2.041, -0.806], [2.214, -2.604, -1.517], [1.033, -1.795, -0.891]],
  "spin_multiplicity": 1,
  "relative_energy_kcal_mol": 0.0,
  "total_charge": 1
}

---

Entry 3:
{
  "formula": "C8H10Cl2O3",
  "method": "ωB97M-V/def2-TZVPD",
  "symbols": ["C", "C", "C", "C", "C", "C", "C", "C", "O", "O", "O", "Cl", "Cl", "H", "H", "H", "H", "H", "H", "H", "H", "H", "H"],
  "coordinates": [[1.756, 1.482, 0.442], [1.840, 0.202, 1.145], [-0.903, -2.729, -0.829], [-0.970, -2.937, 0.617], [0.983, 1.768, -0.620], [-1.809, 0.374, 0.620], [-1.329, -0.846, 0.278], [0.880, 3.224, -1.091], [1.706, -0.920, 0.754], [-1.556, -1.456, -0.916], [-0.783, -1.674, 1.223], [-1.292, 1.182, 1.995], [-2.401, 1.344, -0.680], [2.289, 2.300, 0.961], [2.424, 0.340, 2.151], [0.048, -2.634, -1.485], [-1.415, -3.439, -1.453], [-2.055, -3.349, 0.849], [-0.295, -3.715, 1.124], [0.387, 1.031, -1.269], [1.079, 3.182, -2.184], [1.643, 3.808, -0.673], [-0.229, 3.460, -0.961]],
  "spin_multiplicity": 1,
  "relative_energy_kcal_mol": 6.0,
  "smiles": "ClC(Cl)=C1OCCO1.C/C=C/C=O"
}

---

Entry 4:
{
  "formula": "C22H50NO7",
  "method": "ωB97M-V/def2-TZVPD",
  "symbols": ["C", "C", "O", "C", "C", "C", "C", "C", "C", "N", "C", "C", "C", "O", "C", "O", "C", "C", "H", "H", "H", "H", "H", "H", "H", "H", "H", "H", "H", "H", "H", "H", "H", "H", "H", "H", "H", "H", "H", "H", "H", "H", "H", "H", "H", "H", "H", "H", "C", "O", "C", "C", "O", "C", "H", "H", "H", "H", "H", "H", "H", "H", "H", "H", "C", "O", "C", "C", "O", "C", "H", "H", "H", "H", "H", "H", "H", "H", "H", "H"],
  "coordinates": [[4.447, -0.289, -0.825], [4.218, -1.542, -1.658], [3.024, -1.500, -2.420], [1.848, -1.678, -1.677], [1.069, -2.890, -2.166], [-0.388, -2.844, -1.656], [-1.332, -2.402, -2.774], [-2.761, -1.996, -2.376], [-2.847, -1.271, -1.053], [-4.270, -1.060, -0.622], [-4.352, -0.369, 0.716], [-5.771, 0.094, 1.000], [-3.369, 0.800, 0.838], [-2.103, 0.579, 0.256], [-2.218, 0.119, -1.064], [-3.064, 0.920, -1.829], [-2.444, 1.984, -2.583], [-1.419, 2.786, -1.809], [4.001, 0.587, -1.293], [4.022, -0.389, 0.174], [5.511, -0.093, -0.712], [5.048, -1.673, -2.349], [4.204, -2.425, -1.011], [1.217, -0.782, -1.765], [2.075, -1.791, -0.612], [1.553, -3.793, -1.798], [1.098, -2.920, -3.254], [-0.668, -3.832, -1.292], [-0.411, -2.145, -0.816], [-0.864, -1.607, -3.357], [-1.428, -3.243, -3.460], [-3.425, -2.864, -2.366], [-3.151, -1.324, -3.145], [-2.384, -1.824, -0.237], [-4.695, -1.981, -0.521], [-4.793, -0.561, -1.345], [-4.089, -1.131, 1.451], [-6.069, 0.854, 0.278], [-6.473, -0.737, 0.958], [-5.796, 0.534, 1.995], [-3.840, 1.707, 0.454], [-3.203, 0.943, 1.903], [-1.219, 0.053, -1.493], [-2.022, 1.554, -3.492], [-3.268, 2.629, -2.878], [-1.204, 3.693, -2.370], [-0.473, 2.252, -1.719], [-1.776, 3.033, -0.813], [-5.151, 3.366, 3.852], [-5.113, 2.129, 4.542], [-4.662, 2.244, 5.887], [-5.808, 2.274, 6.874], [-6.617, 3.424, 6.708], [-7.822, 3.183, 6.004], [-5.737, 3.209, 2.946], [-5.623, 4.150, 4.447], [-4.140, 3.681, 3.571], [-4.048, 3.142, 6.003], [-4.033, 1.375, 6.098], [-5.393, 2.306, 7.885], [-6.409, 1.363, 6.784], [-8.541, 2.653, 6.637], [-7.649, 2.603, 5.094], [-8.240, 4.151, 5.735], [10.781, -0.417, -3.173], [10.765, -0.884, -1.836], [9.825, -0.224, -1.009], [8.566, -1.041, -0.819], [7.852, -1.214, -2.034], [8.079, -2.476, -2.640], [11.348, -1.135, -3.762], [9.772, -0.335, -3.584], [11.276, 0.558, -3.236], [9.575, 0.760, -1.420], [10.294, -0.072, -0.033], [7.908, -0.512, -0.122], [8.812, -2.012, -0.379], [7.532, -3.265, -2.111], [9.141, -2.728, -2.657], [7.712, -2.419, -3.664]],
  "spin_multiplicity": 1,
  "relative_energy_kcal_mol": 0.0,
  "total_charge": 1
}

---

no.,orbital gap (hartree),F_max (hartree/bohr),LUMO (eV)
1,0.30281,0.0157,-6.87
2,0.35091,0.0520,-4.19
3,0.31797,0.0938,0.43
4,0.28792,0.0115,-2.70